Record 1
Computed, not measured: a structure of composition C4H5NO2 at a distorted geometry, with ωB97M-V with the def2-TZVPD basis set.

Calculated values
Total energy: -360.5181 Ha
Energy above the lowest of the compared OMol25 structures with the same formula, charge and spin: 397.27 kJ/mol
LUMO level: 0.50 eV
Charge: 0

CARTESIAN COORDINATES (ANGSTROEM)
O -2.1415 0.3637 0.9094
C -1.6541 -0.3825 0.0800
C -0.5821 0.0127 -0.8323
C 0.6211 1.0558 0.3777
N 1.4783 -0.0244 0.6049
C 1.2803 -1.0206 -0.1425
O 0.3295 -0.9899 -1.1293
H -2.0314 -1.4274 -0.0353
H -0.2454 1.0660 -0.9436
H 1.1769 1.9544 0.0287
H -0.0747 1.3340 1.1683
H 1.8431 -1.9416 -0.0861

***

Record 2
Computed, not measured: a cluster of 2 separate species, C4H5NO2 in total at a distorted geometry, with ωB97M-V with the def2-TZVPD basis set.

Calculated values
Total energy: -360.3517 Ha
Energy above the lowest of the compared OMol25 structures with the same formula, charge and spin: 834.15 kJ/mol
LUMO level: -0.21 eV
Charge: 0

CARTESIAN COORDINATES (ANGSTROEM)
C 0.1804 -0.6515 -1.7659
C 0.9240 -0.7927 -2.8724
C -0.3367 -0.3525 -0.5708
C -0.0816 -0.5235 1.4637
N -0.1541 0.5557 2.0973
O -0.2817 1.7064 1.3506
O -0.1568 0.7001 3.3441
H 1.3476 0.0034 -3.3366
H 0.6410 -1.6510 -3.4071
H -1.3348 0.0889 -0.4658
H -0.4415 2.2797 2.1249
H -0.3058 -1.3630 2.0380

***

Record 3
Computed, not measured: an isolated molecule of C4H5NO2 at a distorted geometry, with ωB97M-V with the def2-TZVPD basis set.

Calculated values
Total energy: -360.5709 Ha
Energy above the lowest of the compared OMol25 structures with the same formula, charge and spin: 258.55 kJ/mol
LUMO level: 0.33 eV
Charge: 0

CARTESIAN COORDINATES (ANGSTROEM)
C -0.2637 -1.5693 -0.3168
C -0.9177 -0.4452 -0.0111
N -0.6322 0.0926 1.2599
C 0.4669 0.6880 1.3855
O 1.2432 0.9726 0.3070
C 0.4847 1.0926 -0.9321
O -0.3208 1.9521 -1.1201
H 0.7119 -1.7539 0.1313
H -0.7466 -2.3685 -0.8544
H -1.8121 -0.1053 -0.5267
H 0.8343 0.9743 2.3710
H 0.9519 0.4701 -1.6935

***

Record 4
Computed, not measured: a cluster of 3 separate species, C4H5NO2 in total at a distorted geometry, with ωB97M-V with the def2-TZVPD basis set.

Calculated values
Total energy: -360.4118 Ha
Energy above the lowest of the compared OMol25 structures with the same formula, charge and spin: 676.31 kJ/mol
LUMO level (alpha / beta): -1.72 / -2.05 eV
Charge: 0

CARTESIAN COORDINATES (ANGSTROEM)
O 1.1117 2.1947 0.8017
C 0.6114 1.1296 0.5268
N 1.1785 0.0797 -0.1924
C 0.5388 -1.1869 -0.1011
C -0.8561 -0.5998 0.1972
O -1.1741 -0.3936 1.4415
C -0.8748 0.7940 0.5918
H 0.2681 0.2500 -1.5859
H 0.7930 -1.8470 0.7317
H 0.5906 -1.7167 -1.0489
H -0.4957 0.0054 -1.8770
H -1.7009 1.4729 0.4311

***

Record 5
Computed, not measured: a structure of composition C4H5NO2, with ωB97M-V with the def2-TZVPD basis set.

Calculated values
Total energy: -360.4662 Ha
Energy above the lowest of the compared OMol25 structures with the same formula, charge and spin: 533.66 kJ/mol
LUMO level (alpha / beta): 0.88 / 0.88 eV
Charge: 0

CARTESIAN COORDINATES (ANGSTROEM)
O -0.2032 0.9103 -1.2869
C 0.7947 0.9304 -0.4365
C 0.9644 -0.4149 0.1234
C -0.1341 0.0637 1.0763
N -1.4242 -0.0672 0.3412
C -0.8963 -0.3951 -0.8882
O 0.2546 -1.2344 -0.7650
H 1.2184 1.8723 -0.1140
H 1.8963 -0.8377 0.4813
H -0.8687 -0.8850 1.2633
H -0.0433 0.7737 1.8893
H -1.5587 -0.7161 -1.6843

***

Record 6
Computed, not measured: an isolated molecule of C4H5NO2 at a distorted geometry, with ωB97M-V with the def2-TZVPD basis set.

Calculated values
Total energy: -360.3286 Ha
Energy above the lowest of the compared OMol25 structures with the same formula, charge and spin: 447.14 kJ/mol
Multiplicity: 3
LUMO level (alpha / beta): 0.21 / -2.48 eV
Charge: 0

CARTESIAN COORDINATES (ANGSTROEM)
C -0.1338 -0.4304 -1.2660
C -0.8858 -0.9740 -0.1968
C 1.0009 0.2119 -0.7375
C -0.4533 -0.4780 0.9766
N 0.0606 0.9516 0.9266
O 0.8218 1.1882 1.8156
O -0.5369 1.8000 0.2813
H -0.5626 -0.1401 -2.1917
H -1.6353 -1.7341 -0.2644
H 1.5657 -0.6042 -0.1468
H 1.4359 1.1418 -1.0980
H -0.6770 -0.9326 1.9010

***

Record 7
Computed, not measured: a structure of composition C4H5NO2S at a distorted geometry, with ωB97M-V with the def2-TZVPD basis set.

Calculated values
Total energy: -758.6514 Ha
Energy above the lowest of the compared OMol25 structures with the same formula, charge and spin: 600.55 kJ/mol
LUMO level: -0.25 eV
Charge: 0

CARTESIAN COORDINATES (ANGSTROEM)
C 2.1101 -0.8238 -0.0044
C 0.3629 1.4785 0.3066
C -0.8018 0.6965 -0.2278
C -1.2975 -0.5703 0.5570
H 2.4646 -1.7189 -1.0702
H -1.5567 1.2758 -0.5691
H -0.7504 -0.8399 1.3679
H -2.4332 -0.8131 0.6106
H -1.3494 -0.5457 -1.7857
N -0.7402 -0.6230 -0.7626
O 1.7598 -1.0277 1.2946
O 0.3222 2.5766 0.8294
S 1.9096 0.9348 -0.5463

***

Record 8
Computed, not measured: an isolated molecule of C4H5NO2S at a distorted geometry, with ωB97M-V with the def2-TZVPD basis set.

Calculated values
Total energy: -758.8801 Ha
Energy above the lowest of the compared OMol25 structures with the same formula, charge and spin: 0.00 kJ/mol
LUMO level: 0.58 eV
Charge: 0

CARTESIAN COORDINATES (ANGSTROEM)
C -1.6837 1.5268 0.0106
N -0.6329 0.5110 -0.0069
C -0.9531 -0.8135 0.0114
O -2.0746 -1.3454 -0.0090
C 0.3176 -1.6789 0.0097
S 1.7215 -0.5557 -0.0051
C 0.6832 0.8769 -0.0080
O 1.0594 1.9818 0.0019
H -1.5845 2.1964 -0.8463
H -1.5672 2.0819 0.9436
H -2.6798 1.0913 -0.0923
H 0.3235 -2.3270 -0.8762
H 0.3311 -2.2873 0.9152

***

Record 9
Computed, not measured: an isolated molecule of C4H5NO2S, with ωB97M-V with the def2-TZVPD basis set.

Calculated values
Total energy: -758.7249 Ha
Energy above the lowest of the compared OMol25 structures with the same formula, charge and spin: 407.43 kJ/mol
LUMO level: -0.60 eV
Charge: 0

CARTESIAN COORDINATES (ANGSTROEM)
C 1.9574 1.5275 0.5902
N 0.8999 1.0174 0.1282
O 0.5106 -0.0893 0.8846
C -0.5725 -0.7408 0.2502
C -0.1418 -1.3728 -1.0927
O 1.0018 -1.4272 -1.4404
C -1.7839 0.1433 0.0710
S -3.2195 -0.4036 -0.4099
H 2.4710 1.1207 1.4648
H 2.3180 2.3944 0.0830
H -0.8380 -1.5838 0.9108
H -1.0016 -1.7989 -1.6897
H -1.6014 1.2130 0.2501

***

Record 10
Computed, not measured: an isolated molecule of C4H5NO2S2 at a distorted geometry, with ωB97M-V with the def2-TZVPD basis set.

Calculated values
Total energy: -1156.8733 Ha
Energy above the lowest of the compared OMol25 structures with the same formula, charge and spin: 439.41 kJ/mol
LUMO level: -0.64 eV
Charge: 0

CARTESIAN COORDINATES (ANGSTROEM)
C 1.3394 0.2841 -0.0332
S -0.4677 0.4485 -0.6332
O -0.6821 1.5169 -1.5264
C -1.2664 -0.9557 -1.0943
C -0.7916 -2.1184 -0.4885
N -0.3139 -3.0590 -0.0074
O -1.1320 0.9104 0.8575
C -2.4122 0.6885 1.0464
S -3.5482 0.6072 -0.1279
H 1.5729 1.3563 0.1044
H 1.2714 -0.4059 0.8514
H 1.9893 -0.0456 -0.8930
H -2.2363 -0.9151 -1.4638
H -2.7226 0.3605 2.0189